ORCA calculation (ωB97M-V/def2-TZVPD) on 13 unconnected molecules or ions with the total composition C52H104O33.

Each line ends with the Löwdin charge.
Positions of all 189 atoms, in Å:
O (0.09355, -4.03065, 1.95495)  0.05
H (-1.71751, -2.21182, 2.53306)  0.08
O (0.10418, -0.17106, 5.12799)  -0.01
O (-2.14921, 2.92624, -4.37081)  -0.17
H (1.47784, -3.15342, 5.37565)  0.05
H (-1.80143, 4.36613, 3.61297)  0.13
H (-4.18890, 3.16054, -1.14711)  0.12
C (2.91901, -4.45259, 4.47285)  -0.18
H (8.27266, 4.66506, 5.84927)  0.10
C (-0.81254, -3.60046, -6.33381)  -0.03
H (-1.35254, -2.95383, -7.03197)  0.10
C (3.94512, 3.07731, 1.68773)  -0.06
C (-1.91075, -0.24552, -4.61013)  -0.20
H (-0.53184, 0.45270, 9.17489)  0.12
H (3.67684, -8.88991, -4.98792)  0.08
H (-2.77293, 4.08918, -5.96329)  0.12
H (0.12955, -3.05421, -6.30483)  0.08
H (3.88409, 6.27873, -5.73661)  0.08
H (3.65345, -8.68502, -3.24578)  0.07
H (1.46583, 7.09178, -3.93710)  0.12
C (2.40580, 6.56343, -4.08109)  -0.22
C (-5.82000, 2.38816, -2.40129)  -0.16
H (3.68617, 2.78383, 0.67096)  0.06
C (-1.47917, 0.40093, 0.21124)  -0.16
H (0.47349, -2.79137, -3.27241)  0.07
O (-0.39280, -0.16452, 0.93596)  -0.18
H (5.43113, -1.07152, 1.99347)  0.10
C (0.62299, -4.92473, 1.13766)  -0.62
C (-0.24919, -1.72274, 9.11094)  -0.06
O (2.66004, -4.37704, -5.10819)  0.13
H (2.25738, 6.11441, -6.22388)  0.08
H (0.99555, 5.92537, -0.45273)  0.11
H (-7.68745, 1.83896, -1.74002)  0.11
H (-1.19834, 2.22193, 4.58864)  0.08
O (-1.34453, 4.42610, 0.37143)  0.12
H (-3.37451, -2.53013, -1.21347)  0.08
H (-1.51951, 0.84276, -1.96280)  0.08
H (4.70907, -6.68994, -4.09431)  0.13
H (-2.92647, -3.32518, 3.24835)  0.07
O (4.47682, -2.18072, 4.07094)  0.14
C (-1.21449, -4.30504, 2.45032)  -0.23
C (-2.48770, 5.30171, -4.22105)  -0.14
H (3.24876, -6.16332, 0.57745)  0.10
C (-0.03977, -0.30723, 8.56998)  -0.21
C (-2.77306, -3.43516, -1.20693)  -0.03
C (0.51221, 0.48049, -1.09838)  -0.15
C (4.38770, -0.98711, 1.68699)  -0.07
H (-3.73098, 1.69037, -1.95572)  0.10
C (-0.43596, 4.12969, 1.10062)  -0.61
C (3.74063, -2.59063, 3.21222)  -0.62
H (-7.08745, 1.27865, 0.29376)  0.12
H (1.47066, -0.82134, 0.28639)  0.11
O (-0.88504, -0.47436, -5.58390)  0.03
H (1.98399, -2.28407, -4.01022)  0.09
H (1.41878, -1.20578, 3.87681)  0.09
H (-0.15848, -1.74047, 10.20128)  0.07
H (1.74876, -2.19517, -2.27048)  0.09
H (-1.22957, -0.79147, -1.53404)  0.09
H (-0.52194, 5.60618, -3.30498)  0.10
O (5.52126, 2.94678, 3.50641)  0.07
H (0.48588, -0.02024, 3.02881)  0.07
C (3.32132, 4.50307, -3.31994)  -0.61
H (3.41359, -6.56730, -5.40750)  0.12
H (2.75688, 0.05473, -7.18529)  0.10
C (-3.11487, -0.02155, -5.45925)  -0.04
H (-6.80927, -1.63151, 8.01679)  0.09
H (3.21769, -1.12596, -5.93708)  0.09
C (-6.40296, 2.05431, -0.04728)  -0.20
O (1.96258, -4.13804, -2.95444)  0.01
C (2.56800, -0.28187, -6.16751)  -0.02
O (-1.36616, -3.57945, -5.03104)  -0.03
H (6.85786, 4.72947, 6.92916)  0.09
O (1.17298, -0.59980, -6.24356)  0.00
H (-1.73510, 1.29122, 3.18890)  0.07
H (1.01517, -0.02086, 8.62258)  0.12
H (-7.39193, 3.52991, -1.29966)  0.11
C (-1.86483, -3.12042, 3.12085)  -0.05
C (0.97534, -0.21498, 3.97913)  0.01
C (1.20085, 4.84835, -0.38528)  -0.05
H (5.66420, 1.83657, 1.73768)  0.11
C (-1.03487, 4.90570, -3.96864)  -0.18
H (-0.69315, -4.57929, -6.78992)  0.10
H (-0.45231, 4.98722, -4.89081)  0.12
O (-4.08254, -1.20417, 5.46908)  0.13
H (-1.17299, -4.31974, -2.42048)  0.13
C (7.19082, 4.80261, 5.89971)  -0.03
H (-1.47260, -2.94449, 4.12641)  0.08
O (-0.56280, 3.60859, 2.30609)  0.04
O (6.52613, 3.71012, 5.24993)  0.01
H (0.54608, 4.44846, -1.16151)  0.08
H (3.12875, -5.49623, 4.23808)  0.12
H (3.22244, 2.62569, 2.37137)  0.08
H (-4.02605, -0.05211, -4.83818)  0.08
C (2.68272, -5.42166, 0.00830)  -0.03
H (0.68238, 1.55741, -1.23227)  0.10
H (-1.25395, -2.11739, 8.95538)  0.08
O (3.67088, -2.16789, 1.95276)  0.01
H (3.77034, -4.16294, 5.09370)  0.12
C (0.87908, 0.09280, 0.36626)  -0.17
C (-2.95363, 3.97334, -4.89115)  -0.20
C (3.25545, -8.29339, -4.18343)  -0.06
O (-5.67284, -0.03755, 4.35466)  0.05
C (-1.84705, 3.52346, 2.91568)  -0.19
H (-5.02454, 0.96424, 2.59087)  0.12
H (4.65913, 2.79765, -1.92977)  0.10
H (0.76468, -4.64603, 4.70807)  0.06
H (-1.66572, 0.62463, -4.00033)  0.08
H (-4.02769, 3.84427, -4.74988)  0.10
H (-4.64412, -0.79393, 1.37457)  0.06
H (-2.71217, 3.56035, 2.25870)  0.12
H (-4.87294, -2.11544, 2.59498)  0.07
C (5.39031, 2.83607, 2.08333)  -0.20
C (-1.11969, 3.45164, -3.52609)  -0.18
H (3.27161, 1.76687, -1.67279)  0.08
H (-5.92448, 1.47933, -2.99588)  0.11
O (-6.22690, -1.12431, 6.11916)  0.01
H (4.37527, -0.68562, 0.63920)  0.09
O (2.85872, -3.56014, 3.36876)  0.01
C (1.60996, -4.22415, 5.24870)  -0.03
H (-2.41498, -0.12120, 0.40450)  0.11
C (-5.20993, -0.81526, 5.32000)  -0.62
O (-2.92448, -3.95619, -3.52281)  0.05
C (-4.58215, 2.20153, -1.50928)  -0.17
H (-1.51775, 3.40174, -2.50772)  0.11
H (2.08320, -6.02206, -0.67631)  0.09
H (-3.83715, 0.01753, 3.47350)  0.10
O (2.87451, 3.34730, -2.82098)  -0.02
C (-2.60110, -4.05009, -4.81239)  -0.59
H (2.25615, 4.82235, -0.63875)  0.09
H (-5.42421, -0.60427, 7.94425)  0.10
H (-3.36932, -4.34658, -1.13925)  0.09
H (-1.59122, 1.43080, 0.56862)  0.11
H (3.69144, 4.13809, 1.77613)  0.08
H (-6.23911, -1.24112, 1.97386)  0.08
C (-1.99847, -3.60635, -2.51365)  -0.24
H (-0.19129, 2.93400, -3.75782)  0.12
H (-2.58338, 6.14908, -4.89915)  0.11
H (2.16976, -8.34925, -4.11068)  0.08
H (-5.66374, 3.18362, -3.13080)  0.10
H (3.37166, -4.75385, -0.49720)  0.09
H (-1.92985, -1.04426, -3.86428)  0.11
H (7.01949, 5.75132, 5.39728)  0.09
C (-1.84825, 2.24517, 3.71328)  -0.06
H (0.48954, -2.40507, 8.69551)  0.07
O (1.61294, -1.07782, 6.49842)  0.12
H (-1.98235, -4.55128, 1.70998)  0.11
H (-1.46075, -2.69663, -2.79978)  0.07
C (6.44131, 3.79325, 3.92505)  -0.61
C (-0.97749, 0.23186, -1.24254)  -0.13
C (1.56006, -2.80770, -3.15381)  -0.03
H (1.40848, 0.84543, 0.95479)  0.11
C (0.52098, -0.59836, 6.30056)  -0.61
H (4.10185, 1.66276, -3.21500)  0.10
H (1.25684, 0.08342, -1.78686)  0.08
C (-6.93320, 2.54596, -1.39011)  -0.17
H (-3.08307, 5.54418, -3.34041)  0.11
O (0.87070, 4.26181, 0.85211)  0.01
O (4.46388, 4.74365, -3.58697)  0.15
O (-5.12043, 1.50928, -0.35432)  -0.17
O (0.75034, 0.41476, -4.28814)  0.11
H (-2.80030, 1.97632, 4.19180)  0.08
H (-3.25799, 1.00359, -5.79856)  0.07
O (-3.32045, -4.53775, -5.62827)  0.15
H (3.13684, 7.12947, -3.49076)  0.13
C (-5.19310, -1.13065, 2.26156)  -0.05
H (-3.31966, -0.80839, -6.18219)  0.09
H (1.73102, 0.52112, 4.24927)  0.11
O (7.03656, 4.62379, 3.27271)  0.11
C (2.88908, 6.66282, -5.51568)  -0.07
C (0.37828, -0.12583, -5.29734)  -0.59
O (-0.40354, -0.26544, 7.19857)  0.04
H (4.01356, -0.08325, 2.17992)  0.08
C (3.79775, 2.35214, -2.42884)  -0.04
C (-4.88426, 0.05051, 3.16447)  -0.20
O (0.06008, -5.91049, 0.74245)  0.13
H (-1.21971, -5.17257, 3.11147)  0.13
C (-5.89770, -1.46400, 7.45354)  -0.05
H (1.71734, -4.67175, 6.23751)  0.08
H (6.04285, 3.50581, 1.53080)  0.12
H (2.84701, 7.69398, -5.86816)  0.08
H (-6.24627, 2.83074, 0.70634)  0.12
O (1.85906, -4.59799, 0.81061)  0.00
O (2.27605, 5.28177, -3.51354)  0.02
H (-2.08551, -3.47208, -0.36240)  0.06
H (2.78760, 0.48117, -5.42380)  0.08
H (-5.13990, -2.22937, 7.61578)  0.09
O (2.98878, -5.91152, -3.51803)  0.03
C (3.66651, -6.82926, -4.38133)  -0.19
C (2.53245, -4.77387, -3.98130)  -0.61

Atoms 1-2, force components in eV/Å:
O -0.061 0.854 0.257
H -0.127 -0.012 -0.031

**HOMO-LUMO gap**: 0.3709 Eh
**Spin multiplicity**: 1
**Maximum force**: 2.8 eV/Å
**LUMO**: 0.36 eV
**Electronic energy**: -123175.978 eV